# C49H111AgF12N5O19

A molecular structure, C49H111AgF12N5O19 in a non-equilibrium geometry (ωB97M-V/def2-TZVPD, the Open Molecules 2025 dataset).

The geometry in XYZ format:
```
197
Properties=species:S:1:pos:R:3:forces:R:3:lowdin_charge:R:1
Ag -0.58561 3.32480 -2.13306 -1.011 -0.759 1.232 0.7682
C 1.93695 -2.84815 3.63277 0.373 -3.470 -0.084 -0.4237
O 3.36696 -3.13519 3.78028 2.556 -0.620 0.065 -0.1453
O 1.28825 -4.00901 4.04327 0.686 2.842 -1.212 -0.2217
C 1.62511 -1.47881 4.39934 -0.447 -1.835 3.212 -0.5185
F 1.90043 -0.30153 3.86001 0.497 0.612 -1.633 0.1198
F 0.33552 -1.40962 4.78888 0.009 -0.199 -0.795 0.1211
F 2.31914 -1.45712 5.59020 -0.106 -0.345 -0.996 0.1055
C 4.39034 -2.65143 2.84376 -0.814 2.431 1.705 -0.2422
C 5.85726 -2.86882 3.31213 -1.518 -1.870 1.032 -0.0667
H 5.95889 -2.37592 4.27899 0.172 0.351 -0.213 0.0775
H 5.90155 -3.91940 3.59921 0.463 -0.320 -0.188 0.0551
H 6.69188 -2.64915 2.64636 -0.483 0.246 -0.244 0.0695
H 4.32833 -1.57940 3.03087 -0.282 0.659 -0.996 0.0885
H 4.16215 -2.83963 1.79466 0.012 -0.523 -0.126 0.0879
H 1.93489 -2.82088 2.54312 -0.949 1.385 -0.843 0.0977
C -4.68478 -5.53600 -3.61384 -1.692 -3.089 3.918 -0.4474
O -3.58588 -5.19324 -2.71546 1.059 1.705 0.422 -0.1314
O -5.76747 -5.91802 -2.79330 1.316 2.551 -3.009 -0.2605
C -4.66372 -4.60320 -4.85926 0.432 0.163 3.371 -0.6001
F -5.30616 -3.43760 -4.59271 -0.346 0.439 -0.693 0.0987
F -3.40116 -4.23286 -5.22552 0.372 0.265 0.037 0.0867
F -5.14997 -5.21349 -5.87693 -1.405 -0.442 -1.939 0.1949
C -3.65144 -4.01834 -1.89059 0.889 -1.014 -0.542 -0.2566
C -2.36484 -3.98099 -1.01562 -1.148 0.670 -0.130 -0.0736
H -2.58420 -4.35442 -0.01536 0.318 -0.519 -0.100 0.0736
H -1.49498 -4.43681 -1.48855 -0.276 -0.208 0.011 0.0518
H -2.16882 -2.92073 -0.85587 0.374 0.294 0.071 0.0367
H -4.51235 -3.92044 -1.22927 -0.346 -0.590 -0.134 0.1070
H -3.66444 -3.11274 -2.49709 0.015 0.271 -0.477 0.0755
H -4.32705 -6.49526 -3.98794 0.641 -0.041 -0.803 0.1248
C -2.19037 1.12392 8.18391 -3.474 0.872 2.710 -0.4916
O -2.54935 1.13443 6.79394 0.397 -0.288 -1.300 -0.0919
O -3.25947 0.57387 8.86292 3.314 0.154 -1.261 -0.2488
C -0.69759 0.68064 8.45773 -1.772 -0.033 0.222 -0.5755
F -0.45289 0.37123 9.73299 -0.063 0.596 0.459 0.1352
F -0.39364 -0.40075 7.79048 0.898 -1.114 -1.404 0.1580
F 0.18425 1.68612 8.11988 -0.082 -0.381 -0.032 0.0670
C -1.90481 1.90950 5.82030 1.065 -0.546 0.684 -0.3169
C -2.18657 1.21131 4.54972 0.034 -0.824 -0.879 -0.0939
H -1.64224 1.66844 3.72338 -0.379 0.393 -0.445 0.0608
H -1.81369 0.18727 4.57000 0.043 -0.033 0.369 0.0737
H -3.26520 1.11693 4.42420 -0.049 0.319 -0.403 0.0620
H -0.81864 1.93809 5.90699 0.391 -0.205 0.452 0.1025
H -2.14973 2.96847 5.73846 -0.784 0.376 0.455 0.1079
H -2.16397 2.18447 8.43416 0.494 0.955 0.251 0.1158
C -3.42979 3.13908 -0.84880 0.585 1.007 -1.504 -0.4736
O -2.21216 3.52142 -0.20347 1.617 0.137 -0.445 -0.1889
O -3.20156 3.30677 -2.17959 0.296 -1.297 0.976 -0.2131
C -3.80160 1.71702 -0.33030 -0.323 -0.655 -1.255 -0.5478
F -4.85561 1.10746 -0.91701 -0.278 0.510 -1.054 0.1214
F -2.79967 0.83531 -0.49842 0.369 0.131 0.418 0.1144
F -4.19954 1.73044 0.94093 0.736 0.461 1.301 0.1270
C -2.19554 4.16515 1.06021 -0.761 -1.184 0.375 -0.2412
C -0.84200 4.68921 1.47054 0.200 -0.241 0.274 -0.0570
H -0.92846 4.99109 2.51433 -0.116 0.427 -0.071 0.0785
H -0.04258 3.94954 1.51418 -0.197 -0.388 -0.423 0.0512
H -0.48994 5.52299 0.86312 -0.172 0.140 -0.012 0.0782
H -2.53248 3.35248 1.70375 0.156 0.459 0.965 0.1102
H -2.94202 4.95831 1.10214 -0.066 0.176 -0.138 0.1298
H -4.20252 3.78589 -0.43332 -0.553 0.296 -0.043 0.1502
C 0.38858 0.63481 0.95328 -0.956 -0.613 -0.095 -0.0481
C 0.94395 0.69428 -0.46922 -1.503 -0.081 -0.843 -0.5186
C -0.00299 -0.02806 -1.53224 0.647 0.678 0.724 -0.0647
O 1.19680 2.01676 -0.93955 0.903 0.195 -0.680 -0.3656
H 0.17895 -0.41022 1.18144 0.302 -0.298 -0.012 0.0613
H -0.60557 1.06240 1.08340 0.116 0.645 -0.200 0.0667
H 1.05015 0.94833 1.76082 0.164 0.291 -0.340 0.0625
H 1.78051 0.00138 -0.37893 1.106 0.455 -0.504 0.0932
H 0.45121 -0.08069 -2.52170 0.652 0.398 -0.248 0.0295
H -0.89500 0.58843 -1.64343 -0.264 -0.301 0.184 0.0311
H -0.21094 -1.08127 -1.34351 -0.400 0.036 0.579 0.0649
C -2.20763 -0.94019 2.08396 0.994 -0.288 0.765 -0.1290
O -3.28445 -1.63433 2.62513 -1.457 -0.403 -0.635 -0.1301
C -4.50752 -1.27271 2.04622 -1.531 0.831 0.949 -0.1949
C -5.29337 -0.42948 3.12019 -1.034 -1.223 0.375 -0.0210
N -6.83378 -0.31359 2.82543 1.017 0.529 -1.556 0.0833
H -7.25943 -1.21899 2.68697 0.161 -0.680 0.333 0.1724
H -7.36793 0.14380 3.55040 0.097 0.229 0.963 0.1532
C -7.21040 0.47424 1.59201 -0.287 1.294 0.575 -0.0862
C -8.71108 0.81648 1.70193 -0.886 -0.599 -0.148 -0.1938
O -9.07873 1.30464 2.98422 1.154 0.207 -0.506 -0.2009
C -10.14044 2.27061 3.01722 -0.064 -0.517 1.104 -0.0642
H -2.44832 0.12090 2.14931 0.633 0.118 -0.397 0.0671
H -1.89122 -1.30752 1.10771 -0.546 0.246 -0.531 0.0746
H -1.38034 -1.23229 2.73077 0.158 0.567 0.201 0.0939
H -5.07196 -2.16042 1.76079 -0.076 -0.231 0.204 0.1321
H -4.51830 -0.62207 1.17178 0.933 -0.233 -0.310 0.0927
H -4.87021 0.56052 3.29032 -0.322 0.004 -0.294 0.1083
H -5.29724 -0.95793 4.07351 0.334 0.005 0.014 0.1430
H -6.97915 -0.10669 0.69918 -0.040 0.151 0.074 0.1383
H -6.62380 1.39157 1.64209 0.158 -0.144 -0.198 0.1253
H -9.22010 -0.12317 1.48730 -0.421 -0.342 0.258 0.1260
H -9.14574 1.48836 0.96183 0.876 0.193 -0.422 0.1295
H -11.07256 1.70567 3.00732 -0.220 0.340 -0.251 0.0964
H -10.12271 3.08246 2.29010 0.338 -0.412 -0.499 0.0932
H -10.04628 2.75783 3.98770 -0.081 -0.134 0.028 0.0954
C -5.02710 -0.69159 -6.84466 -1.280 -0.125 0.678 -0.0759
O -3.84200 -0.41893 -6.15523 2.620 0.770 0.497 -0.2004
C -3.83456 -0.24665 -4.73185 -0.459 -1.392 -0.268 -0.1733
C -2.59132 0.54199 -4.31084 -0.912 1.141 0.030 -0.0851
N -1.30512 -0.02314 -4.96667 -1.652 0.153 1.706 0.0796
H -1.68321 0.14182 -5.88859 0.898 -0.755 -1.308 0.1466
H -0.58252 0.64219 -4.73154 0.417 -0.076 -0.158 0.1402
C -1.04073 -1.52332 -4.54921 -1.467 2.091 -2.326 -0.0209
C 0.25790 -2.05743 -5.17267 -0.399 0.403 -0.385 -0.1518
O 0.19490 -1.89438 -6.60701 -1.379 0.609 1.803 -0.1686
C 1.38177 -1.93237 -7.31710 0.852 -0.568 -0.906 -0.1156
H -5.71682 0.10917 -6.57789 -0.580 -0.256 0.000 0.0948
H -5.37796 -1.68342 -6.55958 -0.396 0.081 0.063 0.0890
H -4.95297 -0.67804 -7.93206 0.847 0.132 0.154 0.0964
H -3.85235 -1.20964 -4.22153 0.541 -0.640 -0.226 0.1039
H -4.79968 0.07397 -4.33961 0.146 1.319 -0.145 0.1444
H -2.53773 0.79643 -3.25231 0.281 -1.093 0.359 0.0960
H -2.66111 1.57459 -4.65284 0.005 0.024 -0.736 0.1274
H -1.90834 -1.88146 -5.10337 0.128 -1.157 0.345 0.1187
H -1.30898 -1.43471 -3.49646 0.892 -0.982 0.129 0.1193
H 0.36520 -3.10988 -4.91012 0.067 -0.048 0.123 0.1420
H 1.08921 -1.47553 -4.77464 0.428 -0.059 0.064 0.0988
H 1.67344 -2.95035 -7.57547 0.074 -0.263 0.251 0.0980
H 2.23385 -1.46211 -6.82628 0.014 0.208 0.336 0.0638
H 1.23517 -1.44813 -8.28256 -0.203 0.231 0.139 0.0976
C 4.92551 1.47625 -6.90462 0.699 -0.259 -0.574 -0.0903
O 4.54581 1.70300 -5.60725 -0.351 1.133 3.124 -0.2391
C 4.16855 0.59542 -4.80754 -0.278 0.482 -0.619 -0.1644
C 3.84925 1.01194 -3.34311 -0.941 0.308 -1.346 -0.0281
N 2.85757 2.19570 -3.26413 2.589 1.142 -2.190 0.0973
H 2.04374 2.11812 -3.85722 -0.178 -0.904 -0.255 0.1378
H 2.45325 2.24054 -2.33967 -0.798 0.005 1.947 0.0637
C 3.44230 3.58191 -3.79706 -0.823 -0.775 1.774 -0.0233
C 4.87195 3.84648 -3.34191 1.520 2.011 -1.407 -0.1963
O 5.15868 3.67289 -1.98944 -1.833 -1.398 0.966 -0.2409
C 6.46927 3.76442 -1.53931 1.861 0.267 -0.151 -0.0782
H 5.08102 2.47024 -7.32401 -0.209 -0.224 -0.390 0.1057
H 4.15025 0.90013 -7.40976 0.140 -0.037 -0.517 0.0948
H 5.89283 0.97403 -6.89177 0.022 -0.362 -0.482 0.1021
H 4.93483 -0.17966 -4.79427 0.226 -0.067 0.163 0.1387
H 3.32919 0.19646 -5.37711 -0.605 -0.601 0.619 0.1035
H 4.76774 1.25912 -2.81077 -0.285 0.341 0.018 0.1286
H 3.33595 0.20801 -2.81555 0.155 -0.144 -0.072 0.1233
H 2.76694 4.33215 -3.38583 -0.013 -0.040 0.462 0.1176
H 3.21015 3.61418 -4.86156 0.981 -0.213 0.056 0.1306
H 5.12759 4.89823 -3.47055 -0.933 0.713 -0.579 0.1419
H 5.64420 3.49495 -4.02612 -0.121 -1.385 0.204 0.1334
H 7.06810 2.95337 -1.95368 0.111 -0.096 0.046 0.1057
H 6.56039 3.77126 -0.45315 -0.731 -0.518 0.052 0.1004
H 6.97143 4.70665 -1.75870 -0.270 0.259 -0.673 0.0971
C 6.32073 7.24167 0.02165 -0.143 -0.099 -0.311 -0.0543
O 5.22932 6.29541 -0.20357 2.008 0.560 -0.977 -0.2188
C 4.13294 6.44909 0.63840 -0.618 -1.248 -0.193 -0.1960
C 3.04946 5.43317 0.15176 0.192 -0.257 0.336 -0.0407
N 3.49199 3.92931 0.09800 -0.904 1.111 2.176 0.0986
H 2.69691 3.43339 -0.27884 -1.020 -0.754 -0.077 0.0913
H 4.20812 3.82695 -0.60683 0.719 0.059 -0.252 0.0721
C 3.87400 3.22612 1.47867 -0.712 2.058 -1.262 -0.0102
C 2.75276 3.36509 2.52461 -0.969 1.454 1.239 -0.1577
O 2.41499 4.71872 2.94728 0.299 1.527 -0.220 -0.2526
C 1.50985 4.97423 4.11298 0.889 -1.614 -0.486 -0.0236
H 6.01479 8.28730 -0.01224 -0.634 -0.040 0.516 0.0917
H 7.05613 7.24780 -0.78287 -0.314 -0.850 -0.381 0.0824
H 6.90203 7.02533 0.91796 -0.421 -0.040 0.314 0.0947
H 3.74757 7.46379 0.53848 -0.374 0.024 0.315 0.1363
H 4.43944 6.22267 1.65962 -0.358 0.204 0.302 0.1259
H 2.69498 5.68616 -0.84746 0.544 -0.114 -0.334 0.1194
H 2.13092 5.47126 0.73735 0.420 -0.060 0.480 0.1048
H 4.81988 3.73097 1.67499 -0.112 -0.198 0.723 0.1233
H 4.04993 2.17213 1.26358 -0.146 0.080 -0.048 0.1324
H 3.07254 2.86529 3.43897 -0.092 -0.739 -0.246 0.1405
H 1.79227 3.02846 2.13444 0.323 -1.038 -0.113 0.0934
H 0.67548 4.27394 4.07392 0.139 -0.249 0.211 0.0725
H 1.05573 5.96279 4.18086 0.554 0.248 -1.046 0.0893
H 2.09163 4.86849 5.02865 -0.075 -0.367 -0.011 0.0910
C 5.46547 -7.27423 3.37809 0.326 -0.928 0.131 -0.0953
O 4.47569 -7.01961 2.37121 -0.752 0.468 0.953 -0.1639
C 3.21152 -7.40326 2.90726 -0.862 0.090 0.472 -0.2237
C 2.02594 -7.24943 1.95851 1.089 -0.133 0.006 -0.0731
N 1.79990 -5.77711 1.63777 0.931 -1.958 -1.222 0.0791
H 1.56545 -5.21938 2.44652 -0.738 1.155 1.963 0.1087
H 2.76185 -5.55457 1.42508 0.468 0.965 -0.459 0.1494
C 0.91273 -5.58073 0.45771 0.042 2.085 -0.569 -0.0484
C 1.14196 -4.14416 -0.22523 0.752 -1.936 0.050 -0.1615
O 2.50731 -4.11869 -0.68871 0.347 1.843 0.487 -0.1850
C 2.87856 -2.79551 -1.16667 -0.372 -0.417 0.048 -0.0959
H 5.39831 -8.33015 3.64003 0.255 -0.374 -0.253 0.0829
H 5.36188 -6.81663 4.36194 -0.601 0.880 -0.292 0.0949
H 6.47362 -7.06628 3.01964 -0.316 0.105 -0.354 0.0921
H 2.86677 -6.85795 3.78582 0.824 0.552 0.443 0.1377
H 3.24288 -8.44058 3.24053 0.029 -0.307 -0.220 0.1299
H 1.16188 -7.72842 2.41903 -0.088 0.283 -0.255 0.1471
H 2.34140 -7.73945 1.03739 -0.594 0.092 -0.292 0.1334
H -0.10827 -5.54584 0.83776 -0.032 -0.501 -0.210 0.1357
H 1.12729 -6.40826 -0.21850 -0.352 0.249 -0.107 0.1309
H 0.84587 -3.39553 0.50960 0.541 0.340 0.166 0.1128
H 0.55476 -3.97679 -1.12817 -0.591 -0.450 0.236 0.0952
H 2.96328 -1.99780 -0.42871 -0.165 -0.408 0.831 0.0649
H 2.12227 -2.41725 -1.85446 -0.244 -0.183 -0.392 0.0603
H 3.84330 -2.78271 -1.67384 -0.048 -0.728 -0.028 0.0865
```
Forces are in eV/Å.

Calculated values
- max |F| (hartree/bohr) = 0.1025
- net charge = +1
- HOMO-LUMO gap (hartree) = 0.0448